No. 1
The following is a DFT calculation (ωB97M-V with the def2-TZVPD basis set) of a cluster of 3 separate species, C38H53BBr2IN3O10P in total.

Each line ends with the Löwdin charge.
Geometry (Å):
C -4.1843 -2.6673 3.1607  -0.1152
C -5.3435 -1.7156 2.7971  -0.2506
C -5.2049 -1.0865 1.3974  -0.2077
C -4.5897 0.3451 1.4103  -0.1710
C -3.1436 0.3976 0.8449  -0.2218
C -3.0188 1.1139 -0.5181  -0.1685
C -1.5451 1.3999 -0.9811  -0.1746
C -0.5239 0.6179 -0.1388  -0.2307
C 0.9313 0.8110 -0.6127  -0.1784
C 1.9789 0.6127 0.5050  -0.1328
C 2.3290 -0.8712 0.8943  -0.1044
C 1.7387 -1.8990 -0.0153  -0.1758
C 0.6309 -2.6081 0.4062  -0.1675
P -0.1724 -2.3897 2.0724  0.8409
N -0.3392 -0.8928 2.5534  -0.2542
C 0.1296 -3.5578 -0.4916  -0.1902
C -1.0557 -4.3396 -0.0261  -0.7712
Br -2.7304 -3.6093 -0.5646  0.8455
C -0.9117 -5.4518 0.6899  -0.7414
C 0.4297 -6.0139 1.0979  -0.0820
Br -2.4993 -6.3933 1.2136  0.7596
C 0.6991 -3.8076 -1.7384  -0.0751
C 0.0786 -4.8578 -2.6434  -0.2906
C -0.5879 -4.2243 -3.9137  -0.0230
C 1.0043 -6.0588 -2.9595  -0.1674
C 0.3482 -7.1629 -3.8101  -0.2346
C -1.0968 -7.5054 -3.4198  -0.0872
C 1.7999 -3.0538 -2.0624  -0.1700
C 2.4869 -3.2700 -3.3904  -0.0759
C 3.8110 -4.0902 -3.2898  -0.7611
O 4.4808 -4.3025 -4.2598  0.0396
I 4.4340 -4.8780 -1.3750  0.9734
N 2.2808 -2.1149 -1.2158  0.1785
B 3.4798 -1.2556 -1.6361  -0.6521
N 4.7903 -1.4139 -0.9951  0.1534
O 3.2548 -0.3777 -2.6487  0.2054
H -3.2881 -2.0573 3.3534  0.0581
H -3.9467 -3.3307 2.3173  0.0269
H -4.3964 -3.2879 4.0360  0.0717
H -6.2630 -2.3153 2.8506  0.1014
H -5.4594 -0.9378 3.5601  0.1027
H -4.6555 -1.7427 0.7107  0.0542
H -6.2222 -1.0014 0.9916  0.1036
H -5.2516 1.0518 0.8987  0.1058
H -4.5518 0.6417 2.4658  0.1019
H -2.8113 -0.6435 0.7323  0.0658
H -2.5216 0.8440 1.6194  0.0703
H -3.4634 0.4421 -1.2643  0.1079
H -3.6162 2.0300 -0.4632  0.1082
H -1.4684 1.0265 -2.0130  0.1064
H -1.3597 2.4783 -0.9628  0.1102
H -0.8105 -0.4367 -0.1258  0.0855
H -0.5564 1.0548 0.8573  0.0622
H 1.1050 0.2296 -1.5277  0.0976
H 1.0036 1.8660 -0.9153  0.1240
H 1.5713 1.0936 1.4028  0.1029
H 2.8971 1.1703 0.2778  0.1116
H 2.0019 -1.0142 1.9222  0.0885
H 3.4228 -0.9482 0.9468  0.1130
H 0.6393 -3.1152 2.9803  0.0357
H -1.4578 -2.9746 2.0498  0.0064
H 0.2025 -0.7943 3.4117  -0.0086
H 0.6963 -5.7038 2.1137  0.0863
H 1.1869 -5.6843 0.3791  0.0662
H 0.3891 -7.1067 1.0827  0.0846
H -0.7588 -5.2906 -2.0880  0.0954
H -0.2122 -4.7393 -4.8086  0.0861
H -0.3039 -3.1750 -4.0484  0.0850
H -1.6703 -4.3572 -3.9093  0.0789
H 1.9548 -5.7913 -3.4270  0.0839
H 1.2637 -6.5111 -1.9890  0.1109
H 0.9429 -8.0720 -3.6385  0.1123
H 0.4331 -6.9817 -4.8880  0.1092
H -1.2179 -7.6768 -2.3423  0.0792
H -1.7306 -6.6369 -3.6500  0.0631
H -1.4983 -8.3514 -3.9812  0.0820
H 2.6488 -2.3261 -3.9201  0.1378
H 1.8665 -3.8668 -4.0583  0.1131
H 5.0094 -0.5161 -0.5621  0.0954
H 5.5025 -1.5867 -1.7033  0.0862
H 4.0272 -0.3347 -3.2291  0.1394
C -0.8153 5.1581 2.6819  0.0861
C -0.7011 3.8340 2.8369  -0.2215
C 0.2941 3.2341 3.7871  -0.3117
O 0.3401 2.0213 3.8951  0.0890
C 1.1635 4.1334 4.5300  0.0764
C 1.0515 5.4591 4.3739  -0.2297
C 0.0382 6.0584 3.4420  -0.3072
O -0.0287 7.2697 3.3529  0.1059
O 1.8261 6.3185 5.0311  0.1231
O -1.4602 2.9705 2.1590  0.0916
H -1.5280 5.6023 2.0013  0.1416
H 1.8876 3.6896 5.1986  0.1364
H 1.5437 7.2089 4.7464  0.1231
H -1.1870 2.0800 2.4584  0.0842
C 2.6106 10.5151 0.2862  0.0783
C 2.0413 9.3907 0.7374  -0.2310
C 1.1251 8.5711 -0.1225  -0.3103
O 0.6578 7.5468 0.3404  0.0993
C 0.8381 9.0440 -1.4680  0.0738
C 1.4037 10.1712 -1.9192  -0.2358
C 2.3434 10.9764 -1.0691  -0.3145
O 2.8393 11.9802 -1.5421  0.1160
O 1.1706 10.6435 -3.1411  0.1170
O 2.2497 8.9310 1.9707  0.1077
H 3.2739 11.1125 0.8956  0.1375
H 0.1627 8.4544 -2.0717  0.1345
H 1.6985 11.4618 -3.2156  0.1227
H 1.7183 8.1141 2.0426  0.0873

E_LUMO = -4.107 eV
HOMO-LUMO gap = 6.76 eV
charge = +1

No. 2
The following is a DFT calculation (ωB97M-V with the def2-TZVPD basis set) of a cluster of 2 separate species, C2 in total.

Each line ends with the Löwdin charge.
Geometry (Å):
C 0.0000 0.0000 1.3463  0.0000
C 0.0000 0.0000 -1.3463  0.0000

E_LUMO = -2.444 eV
HOMO-LUMO gap = 5.63 eV
charge = 0
relative energy (zero: lowest compared OMol25 entry of this formula, charge and spin) = 723.0 kJ/mol